{"formula": "C8H12Br3O6S", "method": "wB97M-V/def2-TZVPD", "elements": ["C", "C", "Br", "C", "Br", "O", "C", "O", "O", "C", "C", "C", "C", "S", "O", "O", "O", "H", "H", "H", "H", "H", "H", "H", "H", "H", "H", "H", "H", "Br"], "coordinates": [[-1.3723, -0.9031, -3.8251], [-1.0763, -1.8373, -2.6783], [-2.6254, -2.7183, -1.9371], [0.1106, -2.1093, -2.1490], [1.6917, -1.2145, -2.8779], [0.3679, -2.9807, -1.1462], [0.0657, -2.4376, 0.1550], [-0.5990, -3.1160, 0.8629], [0.5516, -1.2049, 0.3483], [1.1665, -0.9347, 1.6177], [0.5569, 0.2853, 2.3363], [1.3741, 1.5931, 2.0764], [1.0849, 2.0345, 0.6237], [-0.4889, 2.9166, 0.4705], [-0.4096, 3.8699, -0.6151], [-0.7928, 3.6343, 1.6809], [-1.6544, 1.8562, 0.2003], [-0.4831, -0.5436, -4.3503], [-1.9542, -1.4805, -4.5669], [-2.0253, -0.0662, -3.5344], [1.1701, -1.7711, 2.3210], [2.2324, -0.6809, 1.4304], [0.6288, 0.0980, 3.4205], [-0.5125, 0.4229, 2.1310], [0.9946, 2.3307, 2.8002], [2.4464, 1.4276, 2.2460], [1.8345, 2.7258, 0.2107], [1.0356, 1.1791, -0.0680], [-2.3340, 2.2560, -0.3631], [-0.9848, -2.6310, 3.1793]], "atomic_forces_ev_per_a": [[-0.61, -0.60, -0.42], [-0.26, 0.24, -0.10], [0.61, 0.35, -0.28], [0.53, 0.07, -0.16], [-0.40, -0.35, 0.32], [0.03, 1.40, -0.39], [-1.29, -1.23, 0.77], [1.48, 0.12, -3.21], [0.21, -0.76, -0.77], [0.87, 1.06, 1.25], [0.95, 0.23, 0.58], [-1.57, -0.66, -0.30], [0.08, -0.39, -0.01], [-0.16, 3.29, 0.49], [0.08, -1.37, -1.01], [0.15, -1.30, 0.65], [0.84, -0.38, -0.03], [-0.10, 0.00, 0.43], [0.16, 0.22, 0.24], [0.37, -0.21, 0.12], [-0.54, -0.18, -0.59], [-0.45, -0.20, -0.42], [-0.22, -0.23, -0.40], [0.30, -0.18, -0.07], [0.39, 0.07, -0.44], [-0.26, 0.08, -0.21], [-0.54, 0.12, 0.15], [-0.01, 0.16, 0.25], [0.18, 0.14, -0.01], [-0.82, 0.49, 3.59]], "mulliken_charge": [-1.212, 0.470, -0.114, 0.300, -0.243, -0.365, 0.487, -0.385, -0.093, -0.871, -0.488, -0.791, -0.385, 1.256, -0.694, -0.643, -0.419, 0.396, 0.343, 0.249, 0.535, 0.284, 0.364, 0.318, 0.369, 0.367, 0.415, 0.073, 0.336, -0.861], "homo_ev": -2.91, "total_energy_ha": -8883.70415, "total_charge": -1, "orbital_gap_ev": 5.13}

***

{"formula": "C8H12ClP", "method": "wB97M-V/def2-TZVPD", "elements": ["C", "C", "C", "C", "C", "C", "C", "C", "P", "Cl", "H", "H", "H", "H", "H", "H", "H", "H", "H", "H", "H", "H"], "coordinates": [[-0.3432, -0.3823, 0.2076], [0.9216, -0.9359, 0.1574], [-1.5485, -0.9311, -0.1678], [2.1368, -0.3450, -0.0319], [-0.3384, 1.1216, 0.5082], [0.8782, -2.3881, 0.3802], [-2.8320, -0.0286, -0.4793], [2.5209, 0.9791, -0.6753], [-2.1404, -2.5864, -0.1790], [3.5698, -1.3868, 0.0297], [0.6102, 1.4356, 0.7730], [-0.9238, 1.1771, 1.4476], [-0.9118, 1.8241, -0.1329], [0.5444, -2.8600, -0.5727], [0.0958, -2.7515, 1.1707], [1.8749, -2.7453, 0.7353], [-3.5025, -0.8246, -0.8387], [-2.7150, 0.6854, -1.2726], [-3.1874, 0.5070, 0.4451], [3.3232, 0.6194, -1.3563], [2.9407, 1.5079, 0.0902], [1.7365, 1.6934, -1.0809]], "atomic_forces_ev_per_a": [[-0.87, 4.32, -1.39], [1.56, -1.80, 0.93], [-2.14, -0.71, 0.04], [-0.86, -0.03, -1.03], [-3.08, -0.79, 0.67], [-0.32, -2.50, 1.38], [0.98, -1.18, 1.34], [-1.08, -1.40, -1.38], [0.75, 0.49, -0.11], [-0.06, 0.58, 0.09], [1.73, 0.93, 0.20], [0.20, 0.16, -0.09], [0.73, -0.61, -0.15], [0.55, -0.10, 0.55], [1.33, 0.96, -1.30], [-1.15, -0.18, -0.60], [-0.63, 0.90, 0.29], [0.43, 0.36, -0.40], [0.13, -0.71, -0.91], [-0.68, 1.18, -0.10], [1.73, 1.74, 1.92], [0.76, -1.61, 0.04]], "mulliken_charge": [0.704, 0.830, 0.311, 0.496, -1.971, -1.863, -1.354, -1.481, -0.047, -0.244, 0.652, 0.411, 0.268, 0.361, 0.292, 0.446, 0.464, 0.324, 0.250, 0.388, 0.458, 0.306], "homo_ev": [-7.12, -7.61], "total_energy_ha": -1113.40254, "total_charge": 0, "orbital_gap_ev": [6.66, 6.30]}

***

{"formula": "C8H12CuO14S2", "method": "wB97M-V/def2-TZVPD", "elements": ["Cu", "S", "O", "O", "O", "O", "S", "O", "O", "O", "O", "C", "C", "C", "O", "C", "O", "O", "H", "H", "H", "H", "H", "H", "C", "C", "C", "O", "C", "O", "O", "H", "H", "H", "H", "H", "H"], "coordinates": [[14.0196, 11.2361, 7.7747], [16.6083, 12.2871, 7.3318], [16.1471, 10.9260, 7.4297], [17.2320, 12.6272, 6.0416], [15.3760, 12.9805, 7.6106], [17.6982, 12.4427, 8.3012], [13.1286, 9.4972, 9.5482], [12.9489, 9.5835, 8.1400], [13.7926, 8.2429, 9.9303], [13.9958, 10.6501, 9.7631], [12.0580, 9.4033, 10.4903], [9.4014, 15.2027, 5.6531], [10.1407, 13.8829, 5.3757], [11.5225, 14.1363, 4.8599], [12.4118, 13.5349, 5.7460], [11.6352, 12.9503, 6.7429], [12.0662, 12.4399, 7.8260], [10.3591, 13.2981, 6.6026], [8.3743, 15.0549, 5.9869], [9.4082, 15.7486, 4.7098], [9.8985, 15.8566, 6.3696], [9.5475, 13.2901, 4.6794], [11.6616, 15.2152, 4.7908], [11.6789, 13.7373, 3.8577], [13.7687, 9.2939, 1.6504], [14.8464, 9.7566, 2.6179], [15.2109, 11.2349, 2.5448], [14.7927, 11.7235, 3.8212], [14.2645, 10.7435, 4.5225], [13.7880, 10.9951, 5.5894], [14.3762, 9.5836, 3.9214], [12.8762, 9.9029, 1.7939], [13.4396, 8.2584, 1.7373], [13.9894, 9.4609, 0.5962], [15.7268, 9.1209, 2.5229], [14.7698, 11.6939, 1.6600], [16.3005, 11.2653, 2.5411]], "atomic_forces_ev_per_a": [[2.44, 2.04, -0.72], [7.12, 0.85, -0.63], [-2.19, -4.94, -0.47], [-1.65, -0.12, -0.62], [-4.44, 2.23, 0.82], [-1.00, 0.64, 0.90], [3.20, 2.44, 1.36], [-2.35, -1.44, -3.71], [0.76, -1.99, 0.41], [0.36, 0.58, 2.02], [-2.34, -0.23, 0.68], [-0.08, -0.03, -0.76], [-1.30, 2.21, -0.38], [0.28, 0.82, -1.84], [-0.93, -1.70, 2.09], [2.94, 0.29, 4.21], [-1.28, 1.35, -4.93], [0.12, -2.17, 1.11], [0.04, -0.11, -0.09], [-0.35, 0.15, -0.10], [0.29, -0.37, 0.14], [-0.06, -0.45, 0.34], [0.56, 0.04, 0.22], [0.06, -0.13, -0.01], [-0.75, 0.47, -0.47], [0.07, -1.17, -1.37], [1.08, -0.94, 0.46], [-0.01, 1.06, -1.97], [0.18, 1.52, 1.53], [-0.74, -1.06, 0.11], [-0.71, -1.12, 0.95], [-0.17, 0.10, 0.29], [0.38, -0.04, 0.35], [0.59, -0.02, 0.00], [0.07, 0.06, -0.08], [-0.13, 0.52, 0.44], [-0.05, 0.64, -0.28]], "mulliken_spin": [0.629, -0.019, 0.137, 0.015, 0.159, 0.033, -0.067, 0.050, 0.628, 0.065, 0.369, 0.000, 0.000, 0.000, 0.000, -0.002, 0.004, 0.000, 0.000, 0.000, 0.000, 0.000, 0.000, 0.000, 0.000, 0.000, 0.000, 0.001, -0.005, 0.003, 0.001, 0.000, 0.000, 0.000, 0.000, 0.000, 0.000], "spin_multiplicity": 3, "homo_ev": [-4.09, -4.05], "total_energy_ha": -3802.24343, "total_charge": -1, "s2": 2.01, "orbital_gap_ev": [6.05, 4.19]}

***

{"formula": "C8H12CuO5", "method": "wB97M-V/def2-TZVPD", "elements": ["O", "C", "O", "O", "Cu", "C", "C", "C", "C", "O", "C", "O", "H", "H", "H", "H", "H", "H", "H", "H", "C", "C", "H", "H", "H", "H"], "coordinates": [[2.3150, 0.5312, 1.5800], [2.7874, 1.4828, 0.7828], [2.5566, 1.4239, -0.5160], [3.5288, 2.3282, 1.2426], [3.7881, 1.7778, 3.2292], [1.7086, 0.4677, -1.0774], [2.1122, -0.7839, -1.2666], [1.2854, -1.8977, -1.8319], [-0.1108, -1.5596, -2.2851], [-0.8942, -0.9780, -1.1416], [-1.5245, -1.6538, -0.3260], [-1.9665, -1.2227, 0.7634], [0.7423, 0.8900, -1.3496], [3.1315, -1.0523, -0.9775], [2.5595, 0.6298, 2.5149], [1.2572, -2.7261, -1.1079], [1.7937, -2.3052, -2.7200], [-0.6639, -2.4372, -2.6302], [-0.1561, -0.7567, -3.0250], [-2.6579, -1.7788, 1.1713], [-3.6685, 1.0336, 1.8366], [-3.4538, 2.1529, 1.1449], [-3.5491, 1.0000, 2.9222], [-4.1047, 0.1521, 1.3611], [-3.5567, 2.1789, 0.0580], [-3.2594, 3.1032, 1.6477]], "atomic_forces_ev_per_a": [[-1.43, -1.29, -1.28], [0.72, -0.39, -0.54], [0.16, 0.27, 1.33], [0.48, 0.68, 1.02], [1.01, 1.33, -0.13], [-0.51, -0.98, -0.12], [0.10, 0.64, 0.21], [0.07, -0.17, -0.08], [0.09, -0.20, -0.63], [-0.03, 0.21, 0.56], [-0.02, -0.35, -0.50], [-0.10, 0.26, 0.09], [0.30, -0.05, 0.08], [-0.27, 0.06, -0.04], [-0.46, -0.16, -0.37], [0.01, 0.14, -0.16], [-0.12, 0.04, 0.16], [0.10, 0.21, 0.05], [-0.01, -0.18, 0.16], [0.04, -0.12, 0.16], [-0.17, 0.37, 0.08], [-0.20, -0.19, 0.08], [-0.19, 0.04, -0.32], [0.30, 0.14, 0.04], [-0.16, 0.07, 0.32], [0.29, -0.37, -0.19]], "mulliken_spin": [-0.001, 0.000, 0.000, 0.000, 0.000, 0.003, -0.004, 0.015, 0.026, 0.150, 0.738, 0.106, -0.003, 0.000, 0.000, -0.001, -0.002, -0.018, -0.004, -0.014, -0.001, 0.009, 0.000, 0.000, 0.000, 0.000], "spin_multiplicity": 2, "homo_ev": [-15.23, -15.21], "total_energy_ha": -2327.89309, "total_charge": 2, "s2": 0.75, "orbital_gap_ev": [6.62, 5.63]}

***

{"formula": "C8H12F24NaO6P4", "method": "wB97M-V/def2-TZVPD", "elements": ["Na", "P", "F", "F", "F", "F", "F", "F", "P", "F", "F", "F", "F", "F", "F", "P", "F", "F", "F", "F", "F", "F", "P", "F", "F", "F", "F", "F", "F", "C", "C", "C", "O", "C", "O", "O", "H", "H", "H", "H", "H", "H", "C", "C", "C", "O", "C", "O", "O", "H", "H", "H", "H", "H", "H"], "coordinates": [[-0.3749, -0.6617, 0.0585], [0.0352, -2.1416, 2.5074], [0.1488, -0.6854, 3.2812], [1.0489, -2.8089, 3.6420], [-1.1487, -2.7292, 3.4438], [-0.0464, -3.5503, 1.7040], [-0.9516, -1.4502, 1.4439], [1.2320, -1.6402, 1.5036], [2.8399, -0.2141, 0.0635], [3.2652, -1.0348, -1.2888], [1.2597, -0.7040, -0.3187], [3.0367, -1.5649, 0.9352], [2.3061, 0.3418, 1.5117], [4.3844, 0.0021, 0.4355], [2.7618, 1.1935, -0.6932], [0.1848, 2.0407, 1.5091], [-0.4888, 0.9525, 0.5621], [0.7389, 0.7543, 2.2695], [1.4787, 2.0291, 0.5794], [1.0119, 3.0741, 2.4000], [-0.3991, 3.2580, 0.6416], [-0.9492, 2.1597, 2.6190], [0.6345, -3.5769, -1.0389], [1.4144, -4.9868, -1.2542], [-0.3333, -4.5108, -0.0608], [1.6813, -3.3509, 0.2126], [-0.0730, -2.1265, -0.7277], [1.6729, -2.8273, -1.9521], [-0.3901, -3.7568, -2.2895], [2.5316, 2.1674, -3.3358], [1.4577, 1.1194, -3.7417], [1.9190, -0.3153, -3.3894], [0.7813, -0.7987, -2.7326], [-0.0380, 0.1419, -2.2876], [-0.8750, -0.0016, -1.4140], [0.3730, 1.2863, -2.7896], [3.1816, 2.3498, -4.1915], [3.0773, 2.0107, -2.4053], [2.0171, 3.1124, -3.1618], [1.1255, 1.2069, -4.7762], [2.7174, -0.4431, -2.6584], [2.0938, -0.8460, -4.3253], [-3.2180, 2.9986, 1.7400], [-3.4206, 1.4891, 2.0166], [-4.6730, 0.7995, 1.4720], [-4.1657, -0.3630, 0.8992], [-2.8506, -0.3944, 0.8119], [-2.1995, -1.3096, 0.3538], [-2.3400, 0.7454, 1.4366], [-2.4557, 3.4789, 2.3535], [-4.1603, 3.5462, 1.7230], [-2.8290, 3.1268, 0.7299], [-3.4566, 1.3978, 3.1021], [-5.1181, 1.3734, 0.6592], [-5.4566, 0.6371, 2.2120]], "atomic_forces_ev_per_a": [[-0.78, -0.40, 3.50], [3.28, -0.18, 0.19], [-2.11, -5.13, 2.75], [0.36, 0.39, -0.66], [-1.34, 0.98, 0.33], [-0.17, 1.58, 2.76], [4.53, -4.50, 12.36], [-4.87, -2.11, 5.53], [-0.90, -3.48, 4.31], [1.09, 0.53, 0.58], [9.77, 4.15, -2.10], [3.56, -0.69, -2.29], [6.95, -0.92, -4.11], [1.44, 1.77, -0.71], [1.45, -1.70, -1.46], [3.75, -1.74, 0.87], [0.11, 6.74, 0.51], [-3.71, 6.12, 1.14], [-2.13, 2.62, -0.49], [0.65, 1.47, 1.45], [-1.23, 0.55, -0.32], [-1.18, 0.38, 0.36], [1.04, -0.70, 3.44], [0.23, -0.78, -1.80], [-0.74, 0.56, -2.80], [-0.78, -1.08, -1.89], [-0.55, -8.72, -2.90], [0.71, -0.59, -1.43], [0.16, -0.54, -0.02], [-0.92, 0.67, -0.99], [1.67, 0.06, 2.77], [-0.74, 0.94, -1.00], [-1.78, -1.59, -0.66], [0.32, -0.96, 1.58], [-1.49, 3.35, -9.88], [-0.46, 2.43, -1.39], [0.37, -0.12, -0.01], [-0.16, -0.68, -0.47], [-0.19, 0.20, -0.13], [-0.31, 0.25, 0.08], [0.07, 0.59, -0.92], [-0.02, -0.50, 0.15], [-0.34, -0.27, -1.09], [0.38, 0.90, 0.46], [0.40, 1.30, -0.73], [-2.69, -1.55, 0.05], [2.56, -0.94, -0.58], [-11.46, 3.80, -5.29], [-3.60, -1.40, 0.30], [-0.54, -0.26, 0.22], [-0.32, 0.01, 0.44], [0.07, -0.24, -0.17], [0.57, -0.46, 0.18], [-0.18, 0.31, -0.13], [0.20, -0.43, 0.15]], "mulliken_charge": [1.353, 1.540, -0.391, -0.476, -0.455, -0.387, -0.375, -0.363, 1.341, -0.493, -0.033, -0.303, -0.306, -0.461, -0.391, 1.467, -0.537, -0.585, -0.309, -0.503, -0.531, -0.393, 1.590, -0.443, -0.423, -0.326, -0.563, -0.367, -0.477, -1.356, 0.460, -0.694, -0.117, 0.382, -0.664, -0.394, 0.406, 0.256, 0.308, 0.421, 0.302, 0.409, -1.583, 0.633, -0.580, -0.469, 0.041, -0.372, 0.430, 0.352, 0.412, 0.322, 0.119, 0.299, 0.279], "homo_ev": -0.65, "total_energy_ha": -4688.24548, "total_charge": -3, "orbital_gap_ev": 6.27}

***

{"formula": "C8H12F2N3O", "method": "wB97M-V/def2-TZVPD", "elements": ["C", "C", "C", "C", "C", "C", "C", "C", "N", "N", "N", "O", "F", "F", "H", "H", "H", "H", "H", "H", "H", "H", "H", "H", "H", "H"], "coordinates": [[-0.0094, -2.2060, -1.0955], [0.8393, -1.4144, -0.3484], [0.0110, -0.6941, 0.5425], [2.3556, -1.2847, -0.3274], [0.4992, 0.5585, 1.2130], [2.0166, 0.3464, 1.3564], [-2.8027, 2.2095, -1.0945], [-2.3676, -0.3579, 0.5640], [-1.2664, -1.9927, -0.7838], [-1.2631, -1.0046, 0.1364], [2.6481, 0.1442, 0.0058], [-1.7153, 1.5723, -0.7287], [-2.5380, 0.3073, 1.7161], [-3.5665, -0.6325, 0.0790], [0.1376, -2.9542, -1.8469], [2.8826, -2.0108, 0.3368], [2.6363, -1.7514, -1.3377], [0.1736, 1.5078, 0.6751], [-0.0423, 0.6450, 2.1274], [2.6717, 1.1904, 1.7095], [2.3365, -0.4964, 1.8412], [-3.4990, 2.6348, -0.1926], [-3.3380, 1.6894, -1.8893], [-2.6523, 3.0046, -1.8360], [3.6272, 0.1730, -0.0658], [2.2252, 0.8165, -0.7566]], "atomic_forces_ev_per_a": [[-1.02, -0.52, -0.30], [0.64, 0.77, 2.57], [1.14, 0.44, -2.70], [-1.66, -2.77, -2.35], [-0.22, 0.19, -0.51], [1.04, 4.16, -0.85], [-3.03, 1.47, 0.75], [-3.12, 3.03, -1.05], [-1.15, 0.16, -0.34], [1.12, -0.52, 1.72], [-2.49, -0.65, -3.07], [1.45, -1.47, 1.33], [1.45, -1.44, -1.05], [1.70, -0.45, 0.19], [0.48, -0.18, -0.19], [-0.42, 1.13, 0.24], [0.32, 1.81, 0.94], [0.67, -1.25, 0.18], [0.33, 0.19, 1.26], [-1.47, -0.40, 0.42], [0.16, -2.07, 1.78], [1.43, -0.94, -2.19], [-1.09, -1.11, 0.41], [0.96, 1.04, 0.52], [1.84, 0.96, 0.55], [0.91, -1.58, 1.75]], "mulliken_charge": [-0.862, 0.669, 0.309, -0.870, -0.670, -0.717, -0.674, 0.677, -1.130, 0.815, -0.137, -0.440, -0.209, -0.193, 0.512, 0.319, 0.384, 0.324, 0.483, 0.389, 0.414, 0.260, 0.296, 0.305, 0.334, 0.412], "homo_ev": [-10.80, -12.56], "total_energy_ha": -750.80908, "total_charge": 1, "orbital_gap_ev": [6.41, 8.65]}